1.
Density functional theory data (the ωB97M-V functional and the def2-TZVPD basis) for a molecular structure, H12HfN2O12 at a distorted geometry.

The molar mass is 410.6 g/mol. The HOMO energy comes out at -16.25 eV. The value obtained for the total energy is -29029.8915 eV. The net charge is +2. Its gap between HOMO and LUMO is 8.227 eV.

Each line ends with the natural charge from an NBO analysis.
Positions of all 27 atoms, in Å:
1 Hf -0.14 -0.01 0.08  2.42
2 N -0.55 2.96 -1.49  0.69
3 O 0.32 3.34 -2.32  -0.33
4 O -0.49 1.76 -1.05  -0.67
5 O -1.00 3.82 -0.68  -0.39
6 N 1.53 -2.57 -1.24  0.71
7 O 0.94 -2.90 -2.30  -0.43
8 O 1.04 -1.65 -0.63  -0.64
9 O 2.27 -3.42 -0.74  -0.35
10 O -0.96 -1.87 1.00  -0.94
11 H -1.87 -2.11 1.20  0.53
12 H -0.51 -2.74 1.06  0.56
13 O -1.17 -0.60 -1.61  -0.94
14 H -1.69 0.01 -2.18  0.57
15 H -1.41 -1.52 -1.89  0.57
16 O 1.80 0.84 -0.28  -0.96
17 H 2.41 0.41 -0.92  0.56
18 H 2.27 1.73 -0.13  0.57
19 O 1.30 -0.65 1.97  -0.93
20 H 1.26 -0.34 2.87  0.52
21 H 2.20 -0.67 1.67  0.53
22 O -2.16 0.39 0.54  -0.92
23 H -2.92 0.18 0.00  0.55
24 H -2.54 0.43 1.43  0.54
25 O -0.06 1.40 1.66  -0.95
26 H 0.78 1.63 2.05  0.54
27 H -0.66 2.16 1.94  0.58


2.
Density functional theory data (the ωB97M-V functional and the def2-TZVPD basis) for a single C5H7NO2 molecule at a distorted geometry.

The molar mass is 113.1 g/mol. The HOMO energy comes out at -10.17 eV. The value obtained for the total energy is -10879.9704 eV. Its SMILES is C=C(C)/C=N/OC=O. Its gap between HOMO and LUMO is 10.550 eV.

Each line ends with the natural charge from an NBO analysis.
Positions of all 15 atoms, in Å:
1 C -0.30 -1.20 -1.80  -0.33
2 C -0.29 0.07 0.17  0.05
3 C -1.47 0.80 2.68  0.64
4 C 0.40 -0.43 -1.04  -0.03
5 C 1.77 0.16 -1.25  -0.66
6 N 0.32 0.76 0.97  -0.10
7 O -0.48 1.35 2.05  -0.38
8 O -2.10 1.38 3.46  -0.54
9 H 0.08 -1.65 -2.67  0.20
10 H -1.31 -1.42 -1.58  0.19
11 H -1.29 -0.39 0.32  0.19
12 H -1.60 -0.32 2.55  0.08
13 H 2.40 -0.60 -1.52  0.22
14 H 1.93 0.56 -0.28  0.24
15 H 1.96 0.91 -2.05  0.23


3.
Density functional theory data (the ωB97M-V functional and the def2-TZVPD basis) for a molecular structure, C3H39O17Y at a distorted geometry.

The molar mass is 436.2 g/mol. The HOMO energy comes out at -14.04 eV. The value obtained for the total energy is -39582.4476 eV. The net charge is +2. Its gap between HOMO and LUMO is 5.552 eV.

Each line ends with the Mulliken charge.
Positions of all 60 atoms, in Å:
1 Y 3.88 0.67 0.07  1.60
2 C -0.12 -0.64 0.41  -0.64
3 C 0.45 0.14 -0.79  0.71
4 C -0.06 1.58 -0.83  -1.08
5 O 1.87 0.12 -0.77  -0.45
6 H 0.38 -0.39 1.35  -0.09
7 H 0.02 -1.70 0.21  -0.14
8 H -1.19 -0.47 0.50  0.34
9 H 0.17 -0.42 -1.69  0.55
10 H 0.32 2.04 -1.76  0.17
11 H 0.39 2.19 -0.04  0.17
12 H -1.14 1.56 -0.80  0.30
13 O 3.08 2.89 0.49  -0.44
14 H 3.40 3.62 1.06  0.28
15 H 2.72 3.35 -0.34  0.39
16 O -3.36 -0.18 -3.68  -0.63
17 H -3.21 -0.17 -2.73  0.25
18 H -3.14 -1.11 -3.93  0.40
19 O -4.18 -2.14 -0.73  -0.60
20 H -4.00 -1.25 -0.36  0.36
21 H -4.98 -2.42 -0.27  0.30
22 O -1.95 -2.61 -3.76  -0.62
23 H -1.24 -2.70 -3.12  0.26
24 H -1.53 -2.71 -4.64  0.33
25 O 2.62 0.73 2.11  -0.36
26 H 2.43 0.07 2.82  0.26
27 H 2.12 1.57 2.42  0.32
28 O -1.66 1.86 2.73  -0.74
29 H -2.43 2.44 2.76  0.29
30 H -1.99 0.95 3.00  0.49
31 O -2.26 -3.03 1.83  -0.67
32 H -2.82 -3.71 1.46  0.30
33 H -1.39 -3.16 1.41  0.37
34 O 2.43 4.27 -1.84  -0.63
35 H 1.50 4.29 -2.15  0.29
36 H 2.84 5.08 -2.20  0.30
37 O 0.95 2.41 3.36  -0.69
38 H 0.81 2.54 4.32  0.33
39 H 0.04 2.08 3.07  0.39
40 O 1.74 0.54 -3.99  -0.67
41 H 2.33 -0.18 -3.71  0.30
42 H 1.24 0.78 -3.19  0.36
43 O -1.92 -0.58 3.43  -0.68
44 H -2.09 -1.33 2.81  0.35
45 H -0.96 -0.59 3.60  0.32
46 O 3.68 1.81 -2.07  -0.50
47 H 3.46 2.78 -2.19  0.37
48 H 3.76 1.45 -2.98  0.31
49 O 2.22 -3.23 -1.38  -0.57
50 H 1.51 -3.04 -2.01  0.33
51 H 2.80 -2.46 -1.44  0.23
52 O -3.99 0.62 -0.08  -0.64
53 H -3.45 1.25 0.41  0.25
54 H -4.45 1.14 -0.76  0.32
55 O 0.98 -0.81 4.05  -0.66
56 H 1.48 -1.62 4.27  0.30
57 H 1.27 -0.17 4.73  0.33
58 O 0.03 -4.53 0.84  -0.65
59 H -0.11 -5.39 0.42  0.31
60 H 0.70 -4.09 0.29  0.30


4.
Density functional theory data (the ωB97M-V functional and the def2-TZVPD basis) for 11 unconnected molecules or ions with the total composition C27H76O11 at a distorted geometry.

The molar mass is 576.9 g/mol. The HOMO energy comes out at -9.21 eV. The value obtained for the total energy is -51751.1866 eV. Its SMILES is CC(C)O.CC(C)O.CC(C)O.CC(C)O.CC(C)O.CCO.CCO.CCO.CCO.CCO.CCO. Its gap between HOMO and LUMO is 9.184 eV.

Each line ends with the Mulliken charge.
Positions of all 114 atoms, in Å:
1 C 15.85 11.46 12.50  -1.05
2 C 16.13 10.86 11.10  0.11
3 C 14.96 10.00 10.61  -0.86
4 O 16.33 11.89 10.21  -0.56
5 H 15.22 12.35 12.42  -0.01
6 H 16.78 11.71 13.00  0.47
7 H 15.33 10.74 13.14  0.31
8 H 17.01 10.22 11.16  0.39
9 H 14.00 10.50 10.74  -0.10
10 H 14.91 9.10 11.23  0.49
11 H 14.94 9.71 9.55  0.46
12 H 16.50 11.36 9.42  0.39
13 C 11.93 13.34 19.63  -1.66
14 C 11.31 13.39 18.23  0.76
15 C 12.50 13.35 17.21  -0.64
16 O 10.62 12.22 18.05  -0.61
17 H 12.52 14.25 19.78  0.39
18 H 12.58 12.49 19.82  0.38
19 H 11.18 13.38 20.42  0.41
20 H 10.66 14.27 18.15  0.12
21 H 13.13 12.48 17.39  0.47
22 H 13.08 14.27 17.16  0.22
23 H 12.13 13.29 16.19  -0.37
24 H 10.24 12.16 17.17  0.38
25 C 10.76 16.24 8.48  -1.04
26 C 12.18 16.36 7.93  0.47
27 C 13.27 16.33 9.05  -0.81
28 O 12.44 15.31 7.06  -0.60
29 H 10.57 15.21 8.79  0.08
30 H 10.05 16.49 7.69  0.34
31 H 10.60 16.98 9.26  0.36
32 H 12.35 17.30 7.40  0.38
33 H 14.19 15.88 8.67  0.31
34 H 12.99 15.75 9.93  -0.20
35 H 13.49 17.35 9.36  0.47
36 H 12.22 14.51 7.55  0.39
37 C 7.87 11.16 16.41  -1.79
38 C 8.59 11.60 15.11  1.56
39 C 7.63 12.12 14.07  -1.36
40 O 9.61 12.47 15.51  0.16
41 H 6.94 10.67 16.11  0.47
42 H 7.49 11.95 17.07  0.33
43 H 8.39 10.44 17.04  0.39
44 H 9.12 10.77 14.65  -0.33
45 H 6.81 11.44 13.84  0.44
46 H 8.20 12.42 13.20  0.17
47 H 7.10 13.04 14.35  0.26
48 H 9.58 13.27 14.97  -0.12
49 C 12.15 11.51 13.45  0.58
50 C 11.39 12.36 12.38  1.97
51 C 12.04 13.74 12.20  -0.98
52 O 11.42 11.71 11.15  1.38
53 H 11.66 10.56 13.68  0.09
54 H 12.28 12.10 14.36  -0.82
55 H 13.13 11.31 13.03  -0.47
56 H 10.35 12.54 12.67  -1.13
57 H 13.01 13.55 11.75  0.01
58 H 12.23 14.17 13.18  -0.26
59 H 11.48 14.47 11.61  0.52
60 H 10.97 10.88 11.30  -0.45
61 C 11.00 16.34 15.14  -0.73
62 C 9.52 16.02 15.02  -0.32
63 O 9.32 14.94 14.19  -0.39
64 H 11.48 15.79 15.95  0.01
65 H 11.07 17.39 15.43  0.48
66 H 11.58 16.12 14.25  0.03
67 H 9.02 16.89 14.60  0.46
68 H 9.17 15.82 16.03  0.21
69 H 8.40 15.02 13.91  0.19
70 C 13.45 11.28 7.73  -0.86
71 C 13.45 12.59 8.52  0.24
72 O 12.17 13.04 8.65  -0.58
73 H 14.45 10.89 7.55  0.30
74 H 12.88 11.34 6.81  0.38
75 H 12.92 10.66 8.45  -0.22
76 H 14.02 13.37 8.03  0.48
77 H 13.92 12.47 9.49  -0.13
78 H 11.90 12.69 9.51  -0.18
79 C 11.62 8.31 10.27  0.11
80 C 10.07 8.56 10.41  -0.52
81 O 9.82 9.58 11.29  -0.52
82 H 12.09 8.30 11.25  -0.17
83 H 12.12 9.18 9.84  -0.53
84 H 11.89 7.58 9.52  0.48
85 H 9.54 7.66 10.73  0.43
86 H 9.63 8.81 9.45  0.35
87 H 9.10 9.32 11.87  0.17
88 C 12.35 8.08 15.48  -0.66
89 C 12.56 7.69 13.97  0.50
90 O 13.48 6.64 13.82  -0.55
91 H 11.95 7.24 16.05  0.34
92 H 11.68 8.94 15.53  -0.04
93 H 13.21 8.48 16.00  0.30
94 H 12.90 8.61 13.48  -0.40
95 H 11.61 7.52 13.45  0.26
96 H 13.02 5.80 13.83  0.32
97 C 16.62 15.00 14.17  -1.21
98 C 15.20 14.68 14.38  0.42
99 O 14.66 15.62 15.31  -0.53
100 H 17.15 14.23 13.61  0.30
101 H 17.15 15.05 15.12  0.36
102 H 16.78 15.94 13.65  0.32
103 H 15.10 13.65 14.74  0.17
104 H 14.65 14.74 13.44  -0.09
105 H 14.90 15.33 16.19  0.31
106 C 8.24 12.30 9.31  -1.01
107 C 7.48 11.23 10.08  0.60
108 O 6.12 11.45 9.84  -0.57
109 H 7.91 12.44 8.28  0.49
110 H 9.32 12.16 9.23  0.06
111 H 8.07 13.32 9.67  0.34
112 H 7.65 11.26 11.15  -0.38
113 H 7.76 10.20 9.86  0.17
114 H 5.72 10.77 10.38  0.34


5.
Density functional theory data (the ωB97M-V functional and the def2-TZVPD basis) for a molecular structure, C22H22BrCl4GeIrN5O2Se.

As for the expectation value of S²: 8.776. The molar mass is 954.0 g/mol. The HOMO energy (spin up / spin down) comes out at -12.36 / -13.65 eV. The value obtained for the total energy is -279537.1151 eV. The net charge is +2. Its gap between HOMO and LUMO (spin up / spin down) is 7.208 / 5.186 eV. The spin multiplicity is 6.

Each line ends with the natural charge from an NBO analysis.
Positions of all 59 atoms, in Å:
1 Ir -0.93 -1.26 -0.36  1.26
2 C -1.65 -5.69 -0.01  -0.23
3 C -0.47 -6.12 0.57  -0.12
4 C 0.60 -5.24 0.65  -0.21
5 C 0.47 -3.96 0.15  0.16
6 N -0.69 -3.53 -0.37  -0.50
7 C -1.72 -4.38 -0.47  0.08
8 C 1.59 -2.98 0.15  0.19
9 C 2.91 -3.36 0.37  -0.21
10 C 3.90 -2.40 0.33  -0.12
11 C 3.57 -1.08 0.08  -0.24
12 C 2.24 -0.78 -0.14  0.07
13 N 1.28 -1.70 -0.11  -0.51
14 H -2.50 -6.34 -0.11  0.25
15 H -0.39 -7.12 0.97  0.25
16 H 1.53 -5.56 1.11  0.24
17 H -2.62 -4.00 -0.92  0.22
18 H 3.16 -4.40 0.54  0.24
19 H 4.94 -2.68 0.50  0.24
20 H 4.32 -0.30 0.05  0.24
21 H 1.92 0.24 -0.35  0.20
22 C 3.33 3.64 -2.46  -0.41
23 N 3.35 4.32 -1.15  -0.28
24 C 4.36 5.14 -0.74  -0.01
25 C 4.04 5.58 0.51  0.00
26 N 2.84 5.02 0.84  -0.29
27 C 2.12 5.27 2.10  -0.41
28 C 2.40 4.24 -0.18  0.11
29 Se 0.84 3.25 -0.23  0.32
30 H 3.68 4.34 -3.21  0.24
31 H 2.31 3.36 -2.69  0.25
32 H 3.96 2.77 -2.43  0.23
33 H 5.22 5.35 -1.36  0.26
34 H 4.56 6.25 1.17  0.26
35 H 2.64 6.06 2.63  0.24
36 H 2.12 4.36 2.70  0.24
37 H 1.10 5.58 1.89  0.24
38 Cl -4.18 2.08 -1.56  -0.01
39 C -2.48 2.20 -2.09  -0.47
40 C -1.72 1.04 -1.50  0.78
41 O -1.79 -0.09 -2.06  -0.70
42 O -1.09 1.18 -0.41  -0.77
43 H -2.10 3.15 -1.73  0.23
44 H -2.47 2.16 -3.18  0.25
45 Cl 1.62 1.56 3.00  -0.40
46 Ge -0.49 1.44 2.53  1.20
47 Cl -0.78 -0.73 2.20  -0.40
48 Cl -1.60 1.78 4.30  -0.32
49 Br -5.97 -1.48 2.90  0.13
50 C -5.21 -1.55 1.19  -0.13
51 C -6.00 -1.64 0.06  -0.16
52 C -5.36 -1.69 -1.17  -0.23
53 C -3.98 -1.65 -1.23  0.05
54 N -3.22 -1.56 -0.13  -0.51
55 C -3.83 -1.52 1.07  0.01
56 H -7.07 -1.66 0.14  0.25
57 H -5.93 -1.76 -2.09  0.25
58 H -3.47 -1.67 -2.17  0.23
59 H -3.21 -1.46 1.95  0.22


6.
Density functional theory data (the ωB97M-V functional and the def2-TZVPD basis) for a gas-phase ion, CH6FN4O (charge +1) at a distorted geometry.

The molar mass is 109.1 g/mol. The HOMO energy comes out at -15.38 eV. The value obtained for the total energy is -11849.6344 eV. The net charge is +1. Its SMILES is NN/C(O)=[N+](/N)F. Its gap between HOMO and LUMO is 11.444 eV.

Each line ends with the natural charge from an NBO analysis.
Positions of all 13 atoms, in Å:
1 C -0.20 -0.26 0.09  0.79
2 N -2.56 -0.86 -0.13  -0.52
3 N 0.63 0.75 0.11  -0.39
4 N -1.63 -0.09 0.32  0.09
5 N 1.99 0.43 0.04  -0.67
6 O 0.19 -1.48 -0.02  -0.57
7 F -1.85 1.43 0.11  -0.34
8 H -3.38 -0.92 0.48  0.41
9 H -2.75 -0.93 -1.13  0.39
10 H 0.28 1.71 0.19  0.46
11 H 2.42 0.80 -0.81  0.40
12 H 2.49 0.80 0.84  0.40
13 H 1.17 -1.54 -0.03  0.55


7.
Density functional theory data (the ωB97M-V functional and the def2-TZVPD basis) for a molecular structure, C23H31F5NO4RuS3Si4Te at a distorted geometry.

As for the expectation value of S²: 6.039. The molar mass is 917.7 g/mol. The HOMO energy (spin up / spin down) comes out at -4.37 / -5.45 eV. The value obtained for the total energy is -121513.7620 eV. The net charge is -1. Its gap between HOMO and LUMO (spin up / spin down) is 6.033 / 6.083 eV. The spin multiplicity is 5.

Each line ends with the Mulliken charge.
Positions of all 73 atoms, in Å:
1 Ru -0.28 -0.45 0.53  0.33
2 S 3.89 1.54 0.48  -0.27
3 C 2.48 0.69 0.55  0.14
4 S 2.16 -0.79 -0.24  -0.25
5 S 1.15 1.25 1.50  -0.49
6 O -1.90 0.67 1.66  -0.24
7 C -2.95 0.84 1.01  -0.37
8 C -3.62 -0.15 0.23  0.78
9 C -4.85 0.16 -0.35  -0.28
10 C -5.54 -0.77 -1.11  -0.45
11 C -4.99 -2.05 -1.33  -0.42
12 C -3.79 -2.38 -0.79  -0.76
13 C -3.04 -1.47 0.00  0.68
14 O -1.91 -1.83 0.47  -0.95
15 N -6.80 -0.43 -1.64  1.00
16 O -7.30 0.64 -1.32  -0.64
17 O -7.34 -1.22 -2.40  -0.66
18 H -3.41 1.84 1.01  0.31
19 H -5.28 1.14 -0.21  0.56
20 H -5.56 -2.73 -1.95  0.51
21 H -3.35 -3.36 -0.96  0.50
22 F -1.00 2.59 -1.06  -0.35
23 C -0.68 1.59 -1.91  0.32
24 C -0.59 0.30 -1.40  0.11
25 C -0.30 -0.69 -2.34  0.43
26 F -0.23 -1.97 -1.89  -0.43
27 C -0.05 -0.43 -3.68  0.04
28 F 0.28 -1.42 -4.54  -0.32
29 C -0.13 0.88 -4.13  0.71
30 F 0.14 1.17 -5.42  -0.32
31 C -0.47 1.89 -3.24  -0.01
32 F -0.57 3.16 -3.69  -0.31
33 C -2.57 -0.84 7.04  -1.18
34 Si -2.20 -0.41 5.21  0.54
35 C -3.00 1.30 4.84  -0.98
36 C -3.00 -1.71 4.07  -0.39
37 Si 0.19 -0.35 4.91  0.03
38 Te 0.82 -1.29 2.65  -0.38
39 Si 1.37 -2.10 6.06  0.55
40 C 1.38 -1.88 7.97  -1.18
41 C 3.19 -2.35 5.53  -1.14
42 C 0.49 -3.76 5.68  -1.03
43 Si 1.07 1.85 5.33  0.55
44 C 0.28 3.28 4.33  -0.85
45 C 0.75 2.25 7.18  -1.13
46 C 2.95 1.80 4.95  -0.91
47 H -3.63 -0.74 7.27  0.38
48 H -2.03 -0.18 7.71  0.31
49 H -2.28 -1.86 7.28  0.28
50 H -4.08 1.26 4.86  0.41
51 H -2.71 1.63 3.85  0.05
52 H -2.68 2.05 5.55  0.36
53 H -4.09 -1.68 4.08  0.37
54 H -2.69 -2.72 4.33  0.36
55 H -2.68 -1.54 3.05  -0.45
56 H 2.00 -1.04 8.26  0.32
57 H 1.78 -2.77 8.46  0.36
58 H 0.39 -1.71 8.36  0.31
59 H 3.84 -1.57 5.89  0.32
60 H 3.25 -2.36 4.45  0.32
61 H 3.59 -3.30 5.89  0.39
62 H -0.48 -3.84 6.16  0.27
63 H 1.08 -4.62 5.99  0.39
64 H 0.33 -3.83 4.61  0.31
65 H -0.78 3.40 4.56  0.26
66 H 0.36 3.09 3.27  0.16
67 H 0.77 4.23 4.53  0.40
68 H -0.30 2.41 7.36  0.28
69 H 1.27 3.16 7.48  0.37
70 H 1.09 1.45 7.83  0.28
71 H 3.10 1.58 3.90  0.17
72 H 3.45 1.03 5.53  0.23
73 H 3.44 2.75 5.16  0.37


8.
Density functional theory data (the ωB97M-V functional and the def2-TZVPD basis) for a molecular structure, C4H7FN2 at a distorted geometry.

The molar mass is 102.1 g/mol. The HOMO energy comes out at -9.03 eV. The value obtained for the total energy is -9954.3997 eV. Its gap between HOMO and LUMO is 9.775 eV.

Each line ends with the natural charge from an NBO analysis.
Positions of all 14 atoms, in Å:
1 C -0.07 -0.72 -1.06  0.18
2 C 1.04 -1.48 -0.34  -0.44
3 C 0.15 -0.60 0.45  -0.14
4 C -1.30 1.63 0.76  -0.17
5 H 0.29 0.22 -1.41  0.17
6 H 1.22 -2.52 -0.28  0.25
7 H 1.91 -0.88 -0.59  0.21
8 H -0.63 -1.06 1.14  0.23
9 H 1.69 1.01 0.17  0.33
10 H -1.79 0.67 0.50  0.18
11 H -1.97 2.56 0.60  0.19
12 N 0.66 0.62 0.93  -0.42
13 N -0.06 1.84 0.90  -0.22
14 F -1.13 -1.30 -1.76  -0.34


Record-wise relative energy (zero: lowest compared OMol25 entry of this formula, charge and spin) values, in kcal per mole: 0.0; 84.1; 0.0; 53.6; 14.1; 0.0; 20.6; 101.1